# 1
This record from OMol25 describes a 5-piece molecular cluster, C20H37BN2O13P overall. The level of theory is ωB97M-V with the def2-TZVPD basis set.

```
74
Properties=species:S:1:pos:R:3:forces:R:3:lowdin_charge:R:1
C 0.3833 -0.2593 0.9793 -0.2392 -0.6859 0.1386 -0.094
C 1.7024 -0.1899 1.1726 0.5505 0.5236 -0.8336 -0.188
B 2.6668 1.1019 0.9727 0.1638 -1.2847 -0.8181 -0.846
N 2.9512 1.4907 -0.5076 0.0767 -0.1577 0.6450 -0.099
C 3.6389 0.4357 -1.2308 0.0296 0.5149 -1.4755 -0.330
C 3.5948 0.7246 -2.7675 -0.5607 -0.0972 0.8425 -0.098
P 2.0900 2.7271 1.8666 0.4258 1.2686 -0.5809 0.812
N 0.3740 2.7681 2.1694 0.2015 -0.6889 0.2952 -0.223
O 2.6740 2.6218 3.4680 -0.1861 -0.2026 -0.1501 -0.416
H -0.1575 0.2251 0.1775 -0.1698 1.0861 0.5630 0.034
H -0.2010 -0.8959 1.6425 -0.1909 -0.8236 -0.6801 0.015
H 2.1738 -1.1201 1.4874 -0.1166 0.2181 1.4263 0.055
H 3.7555 0.8134 1.5046 0.1226 0.1934 0.4301 0.057
H 3.6224 2.2527 -0.4485 -0.2587 0.2837 -0.1987 0.055
H 4.7042 0.3679 -0.9763 0.0076 -0.3056 0.4247 0.095
H 3.1676 -0.5324 -1.0915 -0.1059 -0.0473 0.4639 0.092
H 3.3247 -0.1720 -3.3237 0.4199 -0.1224 -0.2397 0.040
H 4.5186 1.1743 -3.1156 0.0886 -0.0524 -0.3058 0.054
H 2.7735 1.4238 -2.9008 -0.0172 0.2274 -0.1808 0.053
H -0.0912 3.4018 1.5403 0.0589 0.2554 0.1851 -0.003
H 0.1404 2.9544 3.1347 -0.0743 0.0180 -0.0259 0.004
H 3.5441 2.2052 3.3660 -0.3045 -0.2062 0.0233 0.008
C -0.7019 -2.5215 -4.9568 0.1068 -0.3487 -0.1253 -0.021
C 0.4272 -1.5295 -5.0463 -0.4275 -0.2268 0.1201 -0.326
C 0.3773 -0.5982 -6.2329 -0.0035 0.2565 0.0697 -0.099
O 1.7597 -0.2697 -6.4099 -0.0656 -0.1431 -0.0565 0.058
C 2.4859 -1.3158 -5.9355 0.1757 -0.0424 0.1233 -0.576
O 3.6552 -1.4478 -6.0889 0.0082 -0.0249 -0.1224 0.159
O 1.6907 -2.1854 -5.2646 0.0343 0.2607 -0.1036 0.082
H -1.6362 -2.0162 -4.7149 0.0256 0.0226 0.0742 0.075
H -0.8284 -3.0695 -5.8936 0.0519 0.0972 -0.0586 0.086
H -0.4939 -3.2574 -4.1812 -0.0665 0.1073 0.1152 0.092
H 0.5014 -0.9687 -4.1106 0.0668 0.0592 -0.0391 0.165
H -0.2081 0.2994 -6.0473 0.1630 0.0941 -0.0017 0.138
H 0.0149 -1.0864 -7.1422 -0.0320 -0.0987 0.0659 0.134
C -6.4509 -1.3722 -4.4595 0.2615 0.1650 -0.1781 -0.024
C -5.6916 -2.0350 -3.3376 -0.2817 0.2245 -0.3128 -0.332
C -5.9497 -1.4597 -1.9658 -0.1290 -0.1324 0.2218 -0.090
O -4.7306 -1.7709 -1.2807 -0.1004 0.0073 -0.1003 0.051
C -3.7459 -1.8417 -2.2122 0.1305 0.0399 0.0914 -0.556
O -2.5916 -1.9101 -1.9547 0.0498 -0.0453 -0.1247 0.176
O -4.2735 -1.8232 -3.4666 -0.0194 -0.0957 0.2298 0.074
H -7.5144 -1.5995 -4.3902 0.0076 -0.0377 0.0370 0.090
H -6.3199 -0.2895 -4.4324 -0.0110 -0.0031 0.0763 0.090
H -6.0809 -1.7164 -5.4250 -0.0652 -0.0983 0.0167 0.087
H -5.8676 -3.1147 -3.3503 0.0311 -0.0037 0.0845 0.159
H -6.8006 -1.9123 -1.4620 0.1395 -0.0713 0.1466 0.142
H -6.0717 -0.3740 -1.9759 -0.0109 -0.0002 -0.1324 0.141
C -2.6988 -4.3525 2.7925 -0.1141 -0.2166 0.2500 -0.017
C -3.9540 -4.0226 2.0259 0.4879 -0.0417 0.2400 -0.326
C -4.4176 -2.5953 2.1510 0.0799 0.2838 -0.2769 -0.088
O -5.8312 -2.7205 1.9191 0.0196 -0.1354 0.0784 0.055
C -6.1926 -3.9690 2.3045 0.0587 -0.0279 0.0252 -0.569
O -7.3169 -4.3423 2.4112 -0.0450 -0.0068 -0.0106 0.151
O -5.0980 -4.7310 2.5490 -0.1985 0.1457 -0.1658 0.081
H -1.8353 -3.8644 2.3417 -0.0325 0.0286 -0.0447 0.095
H -2.7812 -4.0320 3.8321 -0.0243 0.0722 -0.0274 0.089
H -2.5296 -5.4292 2.8004 0.0402 0.0102 -0.1134 0.086
H -3.8385 -4.3078 0.9765 -0.0837 0.0607 -0.0233 0.159
H -3.9611 -1.9367 1.4162 -0.1971 0.0263 -0.0833 0.135
H -4.2677 -2.1829 3.1512 0.0619 -0.1149 0.0323 0.141
C 3.9707 4.0699 6.0695 0.3253 -0.3731 -0.0690 -0.019
C 5.1139 5.0461 6.1777 -0.5257 -0.2519 0.0010 -0.332
C 5.1541 6.0912 5.0910 -0.0065 0.2013 -0.0211 -0.090
O 6.5537 6.4161 5.0441 -0.0274 -0.0977 0.0230 0.057
C 7.2354 5.3197 5.4617 0.0044 -0.0825 -0.0122 -0.567
O 8.4139 5.1876 5.3789 0.0201 0.0218 0.0128 0.155
O 6.3880 4.4008 5.9865 0.1195 0.2670 0.0019 0.085
H 3.0214 4.5593 6.2855 0.0158 0.0470 -0.0168 0.094
H 3.9157 3.6353 5.0723 -0.1184 0.1409 0.0007 0.056
H 4.1075 3.2457 6.7705 -0.0422 0.0914 0.1091 0.090
H 5.1257 5.5078 7.1708 0.0975 0.0823 -0.0437 0.153
H 4.5626 6.9741 5.3220 0.1754 0.1017 0.0080 0.136
H 4.8545 5.6999 4.1165 -0.0522 -0.1089 0.0608 0.144
```
Forces are in eV/Å.

Computed properties:
Total charge: -1
Highest occupied orbital energy in eV: -3.08
Energy above the lowest of the compared OMol25 structures with the same formula, charge and spin in kcal per mole: 112.9
E_tot in eV: -60904.7046


# 2
This record from OMol25 describes a 2-piece molecular cluster, C3H4N2O overall. The level of theory is ωB97M-V with the def2-TZVPD basis set.

```
10
Properties=species:S:1:pos:R:3:forces:R:3:lowdin_charge:R:1
C -1.6151 1.4281 1.0502 -1.4639 -2.5622 0.5053 -0.160
C -0.5585 2.1634 1.2750 1.1497 3.1048 -0.6427 -0.207
C 0.6323 0.1342 -0.3752 -0.3392 -1.9728 1.3464 -0.151
N -2.3208 0.4350 0.8521 0.0615 -0.6006 -1.4693 0.134
N -0.0731 -0.9612 -0.2643 1.2806 0.8467 -0.1959 -0.032
O -0.0740 3.2373 1.4976 -0.1876 -1.7985 0.1169 0.107
H 1.2817 0.5162 0.3955 0.4677 -0.4014 0.7083 0.047
H 0.7649 0.8208 -1.2147 -1.2132 -0.6297 -0.5384 0.074
H -2.0103 -0.4318 0.2271 0.3137 2.0255 1.4878 0.100
H 0.1038 -1.5933 0.5919 -0.0693 1.9882 -1.3184 0.086
```
Forces are in eV/Å.

Computed properties:
Highest occupied orbital energy in eV: -8.55
Energy above the lowest of the compared OMol25 structures with the same formula, charge and spin in kcal per mole: 118.0
Structure (SMILES): N=C=C=O.C=N
E_tot in eV: -8198.7673